No. 1
# C5H10O2

A 3-piece molecular cluster, C5H10O2 overall (wB97M-V/def2-TZVPD, the OMol25 dataset).

Properties
- Energy relative to the best compared isomer or geometry (same formula, charge and spin): 368.1 kJ/mol
- Kohn-Sham gap: 10.2 eV
- SMILES: C1=CCOC1.[H][H].C=O

Structure (ORCA input):
```
! RIJCOSX wB97M-V def2-TZVPD def2/J DEFGRID3
* xyz 0 1
C -0.055 -0.027 1.533
C 1.015 0.231 0.790
C 0.751 1.438 -0.066
O -0.627 1.732 0.130
C -1.139 0.966 1.210
H -0.162 -0.817 2.269
H 1.952 -0.316 0.783
H 0.931 1.262 -1.135
H 1.377 2.290 0.244
H -2.077 0.486 0.892
H -1.378 1.613 2.069
H 1.219 -1.082 -2.631
H 1.521 -0.487 -2.966
C -0.835 -1.816 -0.779
O 0.021 -2.516 -1.261
H -1.066 -0.803 -1.163
H -1.447 -2.155 0.081
*
```

***

No. 2
# C3H6IN2O

An isolated ion of composition C3H6IN2O and charge +1 in a non-equilibrium geometry (wB97M-V/def2-TZVPD, the OMol25 dataset).

Properties
- Energy relative to the best compared isomer or geometry (same formula, charge and spin): 134.4 kJ/mol
- Kohn-Sham gap (spin up / spin down): 6.2 / 5.7 eV
- Expectation value of S²: 2.0194

Structure (ORCA input):
```
! RIJCOSX wB97M-V def2-TZVPD def2/J DEFGRID3
* xyz 1 3
C -0.979 -0.040 0.010
C 1.490 0.507 -0.017
C -1.783 -1.270 -0.060
N 0.414 -0.330 -0.070
N 1.304 1.760 0.183
O -1.298 1.083 -0.070
I 3.465 -0.391 -0.052
H -2.782 -0.900 -0.316
H -1.516 -1.971 -0.934
H -1.600 -1.879 0.826
H 0.796 -1.270 0.184
H 0.468 2.335 0.041
H 2.020 2.367 0.276
*
```